[1]
Here is one molecule with the formula C19H25N3O5 from the Open Molecules 2025 dataset. Energies are from ωB97M-V/def2-TZVPD.

Its electronic energy is -34814.358 eV. As for the frontier orbital gap: 8.64 eV. The relative energy (zero: lowest compared OMol25 entry of this formula, charge and spin) is 506.8 kJ/mol. For the LUMO energy, the calculation gives 0.53 eV. For the HOMO energy, the calculation gives -8.105 eV.

```
! wB97M-V def2-TZVPD RIJCOSX def2/J DEFGRID3
* xyz 0 1
C -8.6453 2.4666 -0.0289
H -8.4160 2.8564 -1.0262
O -8.1864 1.1470 0.1295
C -6.8552 0.9055 0.0187
C -5.8865 1.8614 -0.2393
C -4.5487 1.5105 -0.3340
C -4.1599 0.1898 -0.1714
C -5.1313 -0.7840 0.0897
C -6.4648 -0.4462 0.1867
O -7.4770 -1.3188 0.4372
C -7.1534 -2.6762 0.6135
H -6.6860 -3.0982 -0.2820
H -8.1003 -3.1807 0.7989
H -6.4891 -2.8235 1.4711
H -4.7951 -1.7998 0.2102
C -2.7686 -0.2110 -0.2671
N -2.3960 -1.4663 -0.1351
O -1.0526 -1.5212 -0.2757
C -0.5801 -0.2768 -0.4985
C -1.6244 0.6041 -0.5033
H -1.5671 1.6601 -0.6533
C 0.8723 -0.0520 -0.6866
O 1.3378 1.0603 -0.8327
N 1.5940 -1.1926 -0.6999
H 1.1267 -2.0613 -0.4899
C 3.0337 -1.1906 -0.7988
C 3.7004 -1.2314 0.5778
C 5.2254 -1.1782 0.4569
N 5.6560 -0.0790 -0.3875
C 5.5163 1.2475 0.1950
C 6.6256 1.5671 1.2056
H 6.5619 2.6058 1.5328
O 7.9072 1.4180 0.6279
C 8.0842 0.1172 0.1088
C 6.9991 -0.2166 -0.9237
H 7.1394 -1.2308 -1.3020
H 7.0855 0.4848 -1.7596
H 9.0740 0.1074 -0.3506
H 8.0634 -0.6191 0.9285
H 6.5391 0.9116 2.0870
H 4.5389 1.3443 0.6647
H 5.5744 1.9658 -0.6284
H 5.5672 -2.1007 -0.0213
H 5.6548 -1.1496 1.4716
H 3.4236 -2.1489 1.1025
H 3.3347 -0.3880 1.1650
H 3.3503 -2.0464 -1.3991
H 3.3273 -0.2690 -1.3041
H -3.8188 2.2776 -0.5368
H -6.1629 2.8952 -0.3706
H -9.7255 2.4181 0.0983
H -8.2219 3.1347 0.7283
*
```

[2]
Here is C21H31IN5ORu as an isolated structure from the Open Molecules 2025 dataset. Energies are from ωB97M-V/def2-TZVPD.

The expectation value of S² is 8.7726. Its electronic energy is -42450.073 eV. As for the frontier orbital gap (spin up / spin down): 1.46 / 5.30 eV. The relative energy (zero: lowest compared OMol25 entry of this formula, charge and spin) is 188.4 kJ/mol. For the LUMO energy (spin up / spin down), the calculation gives 3.81 / 2.88 eV. For the HOMO energy (spin up / spin down), the calculation gives 2.358 / -2.428 eV.

```
! wB97M-V def2-TZVPD RIJCOSX def2/J DEFGRID3
* xyz -2 6
C 1.9974 0.0010 -4.3362
I -1.5583 0.8326 -3.3172
H 1.2031 -0.2201 -5.1236
H 2.5528 -0.9706 -4.1104
H 2.2554 1.0641 -4.4988
C -0.9613 3.8416 0.4644
C -2.1788 3.4131 0.0596
N -1.9665 2.3157 -0.7386
C -0.6283 2.0216 -0.8688
N -0.0182 3.0044 -0.1135
H -0.6695 4.6708 1.0763
H -3.1705 3.7621 0.2590
C 1.9860 -3.5808 -0.7639
C 1.0414 -1.6874 -1.5875
N 1.9976 -2.2096 -0.7575
H 0.6159 -4.9369 -1.8758
N 0.3847 -2.8002 -2.0454
H 2.6823 -4.1462 -0.1887
Ru 0.2382 0.1718 -1.4505
C 1.7513 0.4795 -2.8535
O 2.7852 1.0150 -2.5235
C 0.9753 -3.9495 -1.5813
C -0.7267 -2.8657 -3.0094
H -1.4291 -3.6138 -2.6298
H -0.3296 -3.1488 -3.9903
H -1.2189 -1.9075 -3.1152
C 2.9652 -1.4574 0.0143
H 3.9819 -1.6815 -0.3433
H 2.8969 -1.7760 1.0647
H 2.8074 -0.3653 -0.0421
C 1.3951 3.1759 0.1277
H 1.7037 4.1856 -0.1756
H 1.9858 2.4390 -0.4341
H 1.6028 3.0862 1.2032
C -3.1079 1.6646 -1.2886
H -2.8232 1.1047 -2.2485
H -3.8075 2.4133 -1.6787
H -3.5475 0.9113 -0.6300
C -0.2993 1.6714 3.5625
N 0.5312 0.5550 3.3643
C 1.5781 0.3046 4.2834
C 0.6199 -0.0079 2.0051
C -0.6615 -0.5546 1.5476
C -1.5308 -1.0930 2.5123
C -2.7528 -1.6339 2.1529
C -3.1074 -1.7179 0.8408
C -2.2302 -1.2360 -0.1651
C -1.0362 -0.6268 0.2057
H -0.0906 2.0796 4.5685
H -1.3706 1.3776 3.5094
H -0.1373 2.4897 2.8187
H 1.3847 -0.6498 4.8227
H 2.5734 0.2117 3.7927
H 1.6324 1.1131 5.0350
H 1.0180 0.7701 1.2947
H 1.3893 -0.8046 2.0645
H -1.2055 -1.0386 3.5649
H -3.4345 -1.9993 2.9527
H -4.0365 -2.1362 0.5334
H -2.4975 -1.3306 -1.2154
*
```

[3]
Here is a 2-piece molecular cluster, C7H12 overall from the Open Molecules 2025 dataset. Energies are from ωB97M-V/def2-TZVPD.

Its electronic energy is -7443.290 eV. As for the frontier orbital gap: 5.53 eV. The relative energy (zero: lowest compared OMol25 entry of this formula, charge and spin) is 978.5 kJ/mol. For the LUMO energy, the calculation gives -1.46 eV. For the HOMO energy, the calculation gives -6.998 eV.

```
! wB97M-V def2-TZVPD RIJCOSX def2/J DEFGRID3
* xyz 0 1
C 3.2615 -0.6733 0.0639
C 2.1744 0.4097 0.4243
C 1.0199 0.7016 -0.2621
C -0.0994 -0.2863 -0.9147
C -1.4061 0.0831 -1.4715
C -2.6899 0.3971 -0.6006
C -2.1384 0.9669 0.7729
H 3.0265 -1.1333 -0.9346
H 4.2801 -0.1680 -0.1124
H 3.2713 -1.5507 0.8126
H 0.4051 -1.8599 0.9162
H 0.2807 -1.3235 1.3942
H 0.5284 1.6910 -0.5090
H 0.5194 -1.1747 -1.2692
H -3.2635 1.1620 -1.0972
H -3.3379 -0.4686 -0.4129
H -1.1046 0.6070 0.8742
H -2.6911 0.5744 1.6405
H -2.0366 2.0454 0.6854
*
```

[4]
Here is a 2-piece molecular cluster, CH4OP2 overall from the Open Molecules 2025 dataset. Energies are from ωB97M-V/def2-TZVPD.

Its electronic energy is -21723.362 eV. As for the frontier orbital gap (spin up / spin down): 7.36 / 7.36 eV. The relative energy (zero: lowest compared OMol25 entry of this formula, charge and spin) is 255.4 kJ/mol. For the LUMO energy (spin up / spin down), the calculation gives -0.58 / -0.58 eV. For the HOMO energy (spin up / spin down), the calculation gives -7.938 / -7.937 eV.

```
! wB97M-V def2-TZVPD RIJCOSX def2/J DEFGRID3
* xyz 0 1
C 0.6955 0.4993 0.1549
O 0.8912 1.4739 0.7731
P -1.8539 0.1574 -0.2759
P 1.9839 -0.8181 -0.2273
H -2.5092 0.1230 0.9923
H -1.8994 1.6391 -0.2928
H 1.5996 -1.1900 -1.5283
H 1.0922 -1.8846 0.4039
*
```

[5]
Here is one molecule with the formula C5H8O2 from the Open Molecules 2025 dataset. Energies are from ωB97M-V/def2-TZVPD.

Its electronic energy is -9408.630 eV. As for the frontier orbital gap: 10.29 eV. The relative energy (zero: lowest compared OMol25 entry of this formula, charge and spin) is 116.0 kJ/mol. For the LUMO energy, the calculation gives 0.77 eV. For the HOMO energy, the calculation gives -9.518 eV.

```
! wB97M-V def2-TZVPD RIJCOSX def2/J DEFGRID3
* xyz 0 1
O 2.5486 0.1129 0.6285
C 1.5052 -0.6369 0.0363
C 0.1229 -0.2268 0.5235
C -0.5422 1.0759 -0.0025
C -1.8194 0.2885 -0.4037
C -1.0454 -0.9936 -0.1013
O -1.2165 -2.1548 -0.3602
H 2.6898 0.9056 0.0989
H 1.6721 -1.6842 0.3064
H 1.5450 -0.5751 -1.0621
H 0.0932 -0.2898 1.6186
H -0.6875 1.8655 0.7377
H -0.0208 1.4959 -0.8694
H -2.1821 0.3866 -1.4312
H -2.6631 0.4301 0.2805
*
```

[6]
Here is a 2-piece molecular cluster, C4H13N2O overall from the Open Molecules 2025 dataset. Energies are from ωB97M-V/def2-TZVPD.

Its electronic energy is -9379.443 eV. As for the frontier orbital gap: 8.40 eV. The relative energy (zero: lowest compared OMol25 entry of this formula, charge and spin) is 206.6 kJ/mol. For the LUMO energy, the calculation gives -3.28 eV. For the HOMO energy, the calculation gives -11.683 eV.

```
! wB97M-V def2-TZVPD RIJCOSX def2/J DEFGRID3
* xyz 1 1
C -0.5503 0.4720 -0.2773
C 0.0088 0.3532 1.1287
C 1.4978 0.1041 1.2647
C 1.9453 -0.5911 2.3161
N 2.3387 0.6275 0.2667
N -1.3235 -0.7796 -0.6739
H -1.1156 1.3664 -0.5062
H 0.2548 0.4385 -0.9765
H -0.1220 1.3200 1.6283
H -0.5699 -0.3131 1.7688
H 2.9983 -0.7200 2.5062
H 1.1795 -1.1565 2.8225
H 3.1811 0.9842 0.6927
H 1.9426 1.3417 -0.3199
H -1.3682 -1.4415 0.1010
H -2.1972 -0.6231 -1.2264
H -0.7810 -1.3190 -1.2927
H -2.9878 -0.7123 -3.5574
H -3.1138 0.7478 -2.9638
O -2.6620 -0.1016 -2.8944
*
```

[7]
Here is a 2-piece molecular cluster, C3H7NOS overall from the Open Molecules 2025 dataset. Energies are from ωB97M-V/def2-TZVPD.

Its electronic energy is -17593.062 eV. As for the frontier orbital gap: 7.86 eV. The relative energy (zero: lowest compared OMol25 entry of this formula, charge and spin) is 469.6 kJ/mol. For the LUMO energy, the calculation gives 0.43 eV. For the HOMO energy, the calculation gives -7.433 eV.

```
! wB97M-V def2-TZVPD RIJCOSX def2/J DEFGRID3
* xyz 0 1
C 0.0401 -0.0970 1.2718
C -1.3813 -0.6179 1.3071
C 1.8919 0.0374 2.9037
N 0.8761 -0.0122 2.1398
O -0.8875 1.3255 -4.8098
S -0.3914 0.0674 -3.8091
H -2.0091 0.1782 0.9214
H -1.4926 -1.6601 0.9389
H -1.6189 -0.7688 2.4425
H 2.4075 -0.8127 3.2278
H 0.5788 -0.5489 -4.7094
H 2.1754 1.0292 3.2950
H -0.1890 1.8799 -5.1197
*
```